{"formula": "C10H30O7S5V", "method": "the ωB97M-V functional and the def2-TZVPD basis", "homo_lumo_gap_ha": 0.306, "total_charge": 1, "e_tot_ha": -3860.264604, "e_lumo_ev": -2.46, "molar_mass_g_mol": 473.62, "homo_ha": -0.3965, "symbols": ["C", "H", "O", "S", "S", "H", "H", "H", "O", "C", "O", "H", "H", "H", "H", "H", "S", "V", "H", "H", "H", "H", "O", "O", "C", "H", "C", "H", "H", "H", "C", "C", "H", "H", "H", "S", "S", "C", "H", "H", "H", "H", "H", "C", "H", "H", "C", "H", "H", "C", "H", "O", "O"], "xyz": [[-21.139, 12.027, 26.417], [-22.915, 19.050, 29.111], [-22.950, 10.529, 30.148], [-19.528, 14.294, 31.173], [-22.839, 16.546, 28.747], [-20.759, 15.960, 32.911], [-24.344, 17.821, 32.581], [-18.757, 12.403, 29.929], [-22.114, 12.993, 28.828], [-23.324, 18.152, 29.575], [-22.752, 12.626, 32.147], [-24.445, 8.685, 28.566], [-19.988, 12.051, 31.931], [-18.328, 12.465, 32.241], [-23.682, 11.089, 26.133], [-20.778, 15.655, 28.486], [-24.171, 9.812, 30.645], [-23.127, 13.635, 30.983], [-21.275, 17.683, 32.997], [-20.236, 12.497, 26.806], [-24.675, 11.950, 27.264], [-20.428, 17.009, 29.553], [-23.800, 15.098, 32.544], [-24.681, 13.417, 30.494], [-24.332, 8.354, 29.599], [-17.657, 13.741, 29.722], [-21.011, 16.701, 28.685], [-21.597, 16.682, 31.599], [-24.379, 18.268, 29.824], [-26.708, 9.994, 30.348], [-18.714, 13.482, 29.781], [-25.794, 10.519, 30.069], [-25.912, 11.498, 30.533], [-20.756, 17.284, 27.800], [-23.614, 10.546, 27.785], [-23.067, 15.995, 33.534], [-22.474, 12.862, 27.362], [-19.348, 12.839, 32.326], [-25.310, 7.951, 29.861], [-24.983, 17.496, 34.112], [-23.516, 7.635, 29.679], [-25.797, 10.755, 29.005], [-21.364, 12.196, 25.363], [-23.718, 11.437, 27.165], [-23.451, 18.392, 34.025], [-22.970, 18.115, 30.605], [-24.027, 17.574, 33.594], [-21.186, 10.966, 26.660], [-19.323, 13.519, 28.878], [-21.550, 16.675, 32.688], [-19.600, 12.870, 33.386], [-23.100, 15.536, 29.851], [-21.021, 14.287, 30.749]], "forces_ev_per_angstrom": [[-0.6, 0.1, 1.3], [-0.1, -0.2, -0.3], [-0.9, 0.2, -0.3], [-2.1, -1.6, 0.2], [0.0, 0.4, 2.1], [0.0, 0.2, 0.3], [0.4, 0.0, -0.2], [0.1, -0.1, 0.5], [0.2, -0.3, -0.6], [0.4, -0.2, 0.8], [-0.5, 0.5, -1.0], [0.3, 0.0, -0.1], [-0.2, 0.2, -0.4], [0.2, 0.3, 0.0], [0.3, 0.3, -0.2], [0.2, 0.0, -0.1], [-0.3, -0.6, 0.2], [-2.2, 0.0, -0.5], [-0.2, -0.2, 0.5], [0.2, -0.1, -0.5], [-0.1, -0.3, 0.4], [-0.6, 0.2, 0.2], [0.6, 0.4, -0.1], [3.1, -0.2, 1.1], [-0.7, 0.2, -0.3], [-0.2, 0.4, -0.3], [-0.5, -0.3, -0.6], [-0.7, -0.2, 0.1], [-0.3, -0.4, -1.2], [0.5, -0.7, 0.1], [0.0, -1.3, 0.1], [0.4, 1.3, -0.1], [0.4, 0.0, 0.2], [0.0, 0.1, 0.1], [0.4, 0.7, 0.5], [0.1, 0.8, -0.7], [-1.4, -1.5, 0.2], [0.2, -0.6, -0.5], [0.2, -0.5, 0.2], [0.3, -0.6, 0.4], [-0.1, 0.2, 0.3], [0.1, -0.4, -0.1], [0.3, 0.2, 0.1], [0.1, 1.1, -0.7], [0.2, -0.3, 0.0], [0.8, -0.3, -0.1], [-0.4, -0.2, -0.7], [0.3, 0.1, 0.0], [0.2, 1.1, 0.0], [-0.1, -0.4, -0.1], [-0.1, 1.1, -0.1], [-0.1, 1.0, -0.9], [1.9, 0.5, 0.9]]}